# 1
This record from OMol25 describes C4H4Cl2FN as an isolated structure at a distorted geometry. The level of theory is ωB97M-V/def2-TZVPD.

As for the energy relative to the best compared isomer or geometry (same formula, charge and spin): 160.2 kcal per mole.

CARTESIAN COORDINATES (ANGSTROEM)
C: -2.017 0.059 -0.292
C: -0.850 -0.576 -0.071
C: 0.505 -0.215 0.455
C: 1.472 1.031 0.035
H: 0.650 -1.064 1.732
H: 0.970 1.852 -0.820
H: 2.594 1.185 0.810
H: 2.068 -1.189 -0.581
N: 1.264 -0.551 -0.860
F: -1.016 -1.898 -0.147
Cl: -3.643 -0.557 -0.095
Cl: -1.998 1.924 -0.166

---

# 2
This record from OMol25 describes a single C19H21NO2 molecule. The level of theory is ωB97M-V/def2-TZVPD.

As for the SMILES: COc1cc2c(cc1OC)C(CCc1ccccc1)=NCC2. As for the energy relative to the best compared isomer or geometry (same formula, charge and spin): 38.1 kcal per mole.

CARTESIAN COORDINATES (ANGSTROEM)
C: 4.240 1.056 3.913
O: 2.859 0.973 3.668
C: 2.440 0.714 2.401
C: 3.269 0.519 1.309
C: 2.745 0.252 0.052
C: 1.365 0.189 -0.129
C: 0.524 0.391 0.969
C: 1.039 0.648 2.223
O: 0.295 0.853 3.349
C: -1.104 0.785 3.243
C: 0.865 -0.125 -1.474
C: -0.584 0.098 -1.801
C: -1.408 -1.161 -1.469
C: -2.871 -0.886 -1.656
C: -3.659 -0.479 -0.588
C: -4.999 -0.185 -0.769
C: -5.569 -0.292 -2.025
C: -4.792 -0.696 -3.098
C: -3.452 -0.988 -2.914
N: 1.591 -0.630 -2.386
C: 2.975 -0.914 -2.118
C: 3.627 0.076 -1.151
H: 4.748 0.113 3.686
H: 4.337 1.270 4.976
H: 4.704 1.865 3.338
H: 4.342 0.570 1.421
H: -0.543 0.340 0.832
H: -1.496 1.547 2.560
H: -1.483 0.974 4.246
H: -1.436 -0.206 2.914
H: -0.975 0.956 -1.253
H: -0.672 0.298 -2.869
H: -1.213 -1.469 -0.440
H: -1.081 -1.966 -2.130
H: -3.223 -0.396 0.399
H: -5.600 0.128 0.074
H: -6.615 -0.064 -2.168
H: -5.231 -0.783 -4.081
H: -2.848 -1.304 -3.752
H: 3.496 -0.916 -3.080
H: 3.033 -1.932 -1.707
H: 4.621 -0.269 -0.863
H: 3.737 1.045 -1.652

---

# 3
This record from OMol25 describes an isolated ion of composition C2H8N3O and charge +1 at a distorted geometry. The level of theory is ωB97M-V/def2-TZVPD.

As for the SMILES: C/[NH+]=C(/N)ON. Its total charge is +1. As for the energy relative to the best compared isomer or geometry (same formula, charge and spin): 85.7 kcal per mole.

CARTESIAN COORDINATES (ANGSTROEM)
C: -0.332 1.475 0.307
N: -0.274 0.237 0.965
C: -0.205 -0.929 0.282
N: -0.623 -2.060 0.816
O: 0.211 -1.169 -0.992
N: 0.836 -0.276 -1.904
H: -0.026 2.252 1.050
H: -1.368 1.825 0.145
H: 0.272 1.556 -0.634
H: -0.431 0.292 1.954
H: -1.334 -1.878 1.610
H: -0.351 -2.888 0.374
H: 0.151 0.206 -2.478
H: 1.629 -0.754 -2.409

---

# 4
This record from OMol25 describes C16H22AlF12O7 as an isolated structure at a distorted geometry. The level of theory is ωB97M-V/def2-TZVPD.

Its total charge is -1.

CARTESIAN COORDINATES (ANGSTROEM)
O: -0.994 0.384 -1.696
Al: 0.735 0.833 -1.622
C: 0.958 2.395 -0.324
C: 1.303 1.969 1.111
C: 0.664 2.771 2.202
F: 0.444 2.131 3.390
C: 0.233 4.030 2.102
F: -0.998 4.456 2.416
F: 0.950 5.035 1.612
H: -1.303 -0.117 -0.938
H: 1.126 1.419 -3.095
H: 1.719 -0.352 -1.185
H: 1.748 3.062 -0.680
H: 0.023 2.966 -0.373
H: 2.394 2.038 1.212
H: 1.083 0.918 1.326
C: 3.467 -1.716 -7.774
C: 2.078 -2.236 -7.475
O: 2.067 -3.062 -6.296
C: 2.039 -2.392 -5.139
O: 2.028 -1.211 -5.003
C: 1.977 -3.397 -3.967
F: 2.859 -4.399 -4.148
F: 0.754 -3.942 -3.897
F: 2.249 -2.807 -2.821
H: 4.174 -2.543 -7.857
H: 3.464 -1.160 -8.712
H: 3.812 -1.055 -6.980
H: 1.725 -2.883 -8.276
H: 1.364 -1.422 -7.358
C: 4.426 -4.124 2.340
C: 3.591 -3.036 2.979
O: 2.564 -2.573 2.085
C: 1.470 -3.313 2.015
O: 1.246 -4.323 2.619
C: 0.466 -2.654 1.042
F: 1.062 -2.263 -0.070
F: -0.091 -1.586 1.639
F: -0.513 -3.508 0.738
H: 4.838 -3.777 1.393
H: 5.246 -4.403 3.002
H: 3.824 -5.010 2.140
H: 4.196 -2.157 3.191
H: 3.141 -3.370 3.914
C: -3.689 3.449 3.018
C: -4.434 3.271 4.319
O: -5.808 3.728 4.226
C: -6.671 2.887 3.689
O: -6.465 1.784 3.279
C: -8.081 3.522 3.701
F: -8.058 4.791 3.282
F: -8.576 3.509 4.950
F: -8.913 2.841 2.920
H: -3.738 4.486 2.687
H: -2.649 3.170 3.154
H: -4.112 2.825 2.232
H: -3.994 3.885 5.102
H: -4.420 2.236 4.657

---

# 5
This record from OMol25 describes C26H27FN5O6S2Sc as an isolated structure at a distorted geometry. The level of theory is ωB97M-V/def2-TZVPD.

Its total charge is +2. As for the energy relative to the best compared isomer or geometry (same formula, charge and spin): 0.0 kcal per mole.

CARTESIAN COORDINATES (ANGSTROEM)
Sc: -0.387 -1.960 -1.404
S: 2.026 -2.551 -0.696
C: 2.108 -1.142 0.261
N: 3.059 -0.259 0.165
C: 3.047 0.928 1.041
C: 2.649 0.497 2.419
N: 1.335 -0.158 2.348
C: 0.434 0.131 3.482
C: 0.019 1.582 3.471
C: -0.392 2.191 2.289
C: -0.788 3.520 2.292
C: -0.792 4.242 3.480
C: -0.382 3.637 4.660
C: 0.032 2.311 4.655
C: 1.021 -0.901 1.322
S: -0.512 -1.615 1.160
C: 4.090 -0.240 -0.913
C: 3.769 0.802 -1.958
C: 4.295 2.085 -1.859
C: 3.975 3.049 -2.805
C: 3.134 2.729 -3.861
C: 2.621 1.443 -3.974
C: 2.936 0.483 -3.025
H: 2.358 1.671 0.632
H: 4.047 1.348 1.058
H: 2.552 1.366 3.066
H: 3.376 -0.188 2.861
H: 0.986 -0.092 4.397
H: -0.420 -0.534 3.430
H: -0.379 1.636 1.353
H: -1.084 3.995 1.363
H: -1.106 5.279 3.483
H: -0.373 4.198 5.586
H: 0.363 1.845 5.578
H: 4.157 -1.231 -1.340
H: 5.034 -0.008 -0.422
H: 4.978 2.336 -1.052
H: 4.395 4.044 -2.724
H: 2.896 3.476 -4.608
H: 1.991 1.185 -4.817
H: 2.554 -0.523 -3.126
F: -5.591 1.551 0.631
C: -4.743 0.841 -0.084
C: -3.692 1.410 -0.668
N: -2.774 0.675 -1.424
C: -1.652 1.382 -2.074
C: -0.289 1.134 -1.421
O: 0.357 2.052 -0.985
O: 0.097 -0.122 -1.412
C: -2.943 -0.648 -1.575
O: -2.110 -1.358 -2.228
N: -4.006 -1.219 -1.000
C: -4.981 -0.596 -0.177
O: -5.840 -1.236 0.353
H: -3.509 2.470 -0.571
H: -1.852 2.444 -2.009
H: -1.601 1.092 -3.122
H: -4.036 -2.234 -1.052
N: -3.218 -6.651 -0.757
C: -1.847 -6.059 -0.838
C: -2.017 -4.548 -0.986
O: -3.161 -4.110 -0.843
O: -0.957 -3.885 -1.208
H: -3.320 -7.349 -0.024
H: -3.513 -7.070 -1.636
H: -3.827 -5.830 -0.580
H: -1.286 -6.482 -1.665
H: -1.311 -6.257 0.086

---

# 6
This record from OMol25 describes an isolated ion of composition C4H8ClFN3O and charge +1 at a distorted geometry. The level of theory is ωB97M-V/def2-TZVPD.

As for the SMILES: N/[NH+]=C1/N[C@H](F)C[C@]1(O)Cl. Its total charge is +1. As for the energy relative to the best compared isomer or geometry (same formula, charge and spin): 0.0 kcal per mole.

CARTESIAN COORDINATES (ANGSTROEM)
N: -2.366 0.578 1.138
N: -1.303 -0.277 1.303
C: -0.163 -0.192 0.692
N: 0.924 -0.949 0.879
C: 2.093 -0.506 0.135
F: 2.860 0.253 0.970
C: 1.546 0.350 -1.019
C: 0.171 0.809 -0.429
O: -0.869 0.913 -1.305
Cl: 0.414 2.401 0.478
H: -3.249 0.081 1.083
H: -2.238 1.201 0.344
H: -1.415 -0.913 2.093
H: 1.056 -1.570 1.668
H: 2.711 -1.356 -0.171
H: 2.204 1.185 -1.242
H: 1.370 -0.262 -1.902
H: -0.656 1.502 -2.042

---

# 7
This record from OMol25 describes C47H45KN3O5P as an isolated structure at a distorted geometry. The level of theory is ωB97M-V/def2-TZVPD.

Its total charge is -2. As for the energy relative to the best compared isomer or geometry (same formula, charge and spin): 20.9 kcal per mole.

CARTESIAN COORDINATES (ANGSTROEM)
K: -1.019 2.307 -0.192
C: -3.016 4.838 -0.047
C: -2.697 4.859 1.305
C: -3.298 3.951 2.170
C: -4.202 3.021 1.680
C: -4.504 2.983 0.324
C: -3.910 3.891 -0.542
H: -2.542 5.536 -0.727
H: -1.959 5.558 1.677
H: -3.016 3.938 3.215
H: -4.621 2.274 2.343
H: -5.154 2.210 -0.063
H: -4.108 3.844 -1.605
C: 6.733 0.829 2.230
C: 5.911 0.396 1.193
C: 4.561 0.720 1.193
C: 4.002 1.479 2.224
C: 4.839 1.900 3.252
C: 6.196 1.585 3.260
P: 2.206 1.973 2.297
C: 1.544 0.408 1.557
C: 0.886 0.305 0.337
C: 0.416 -0.918 -0.129
C: 0.590 -2.065 0.626
C: 1.237 -1.980 1.856
C: 1.700 -0.758 2.313
C: 2.093 3.278 1.006
C: 3.176 3.622 0.192
C: 3.088 4.719 -0.655
C: 1.911 5.455 -0.677
C: 0.834 5.068 0.119
C: 0.857 3.975 1.011
H: 7.787 0.575 2.231
H: 6.322 -0.189 0.380
H: 3.928 0.386 0.378
H: 4.416 2.485 4.062
H: 6.827 1.927 4.072
H: 0.742 1.181 -0.271
H: -0.121 -0.959 -1.070
H: 0.206 -3.014 0.270
H: 1.371 -2.868 2.465
H: 2.195 -0.702 3.278
H: 4.093 3.043 0.201
H: 3.922 4.988 -1.294
H: 1.832 6.325 -1.326
H: -0.069 5.679 0.045
C: -1.610 -7.770 2.037
C: -2.576 -6.786 1.424
C: -3.565 -7.263 0.575
C: -4.441 -6.372 -0.037
C: -4.365 -5.029 0.253
C: -3.403 -4.527 1.145
N: -3.437 -3.156 1.365
C: -3.125 -2.439 2.514
C: -3.275 -3.010 3.780
C: -3.000 -2.281 4.925
C: -2.593 -0.956 4.829
C: -2.494 -0.376 3.570
C: -2.769 -1.083 2.406
C: -2.749 -0.321 1.080
O: -3.267 -0.890 0.085
O: -2.256 0.825 1.106
C: -2.459 -5.412 1.697
C: -1.276 -4.907 2.479
H: -1.833 -8.781 1.694
H: -1.659 -7.764 3.129
H: -0.575 -7.550 1.770
H: -3.628 -8.326 0.371
H: -5.198 -6.731 -0.724
H: -5.064 -4.326 -0.184
H: -3.555 -2.523 0.564
H: -3.620 -4.035 3.851
H: -3.116 -2.750 5.896
H: -2.366 -0.380 5.717
H: -2.183 0.654 3.446
H: -1.442 -4.918 3.559
H: -1.032 -3.882 2.213
H: -0.395 -5.519 2.277
C: 3.031 2.482 -6.487
C: 2.478 2.557 -5.066
C: 1.639 1.327 -4.612
C: 2.419 0.030 -4.808
C: 1.701 -1.198 -4.264
C: 0.382 1.312 -5.452
O: 0.314 0.798 -6.560
N: -0.664 1.992 -4.916
C: -0.816 2.348 -3.548
O: -1.890 2.866 -3.255
N: 0.185 2.102 -2.678
C: 1.359 1.573 -3.111
O: 2.281 1.310 -2.352
H: 3.397 3.462 -6.803
H: 2.272 2.157 -7.199
H: 3.867 1.784 -6.554
H: 1.866 3.455 -4.951
H: 3.289 2.639 -4.339
H: 3.383 0.152 -4.311
H: 2.595 -0.096 -5.878
H: 1.489 -1.091 -3.198
H: 2.315 -2.093 -4.385
H: 0.760 -1.369 -4.792
H: -1.515 2.031 -5.458

---

# 8
This record from OMol25 describes a single C6H3BrF3NO2 molecule at a distorted geometry. The level of theory is ωB97M-V/def2-TZVPD.

As for the energy relative to the best compared isomer or geometry (same formula, charge and spin): 10.5 kcal per mole.

CARTESIAN COORDINATES (ANGSTROEM)
C: -0.811 0.981 1.480
C: 0.577 1.387 0.992
C: -1.220 -0.209 1.121
C: 1.367 0.798 0.167
C: 1.150 -0.422 -0.694
C: -0.080 -1.215 -0.463
N: -1.177 -0.956 -1.474
O: -1.137 0.162 -1.958
O: -2.034 -1.770 -1.687
F: -2.341 -0.843 1.281
F: 2.537 1.264 -0.156
F: 0.123 -2.557 -0.159
Br: 1.297 2.891 1.865
H: -1.307 1.589 2.213
H: 0.980 -0.105 -1.811
H: 2.075 -0.995 -0.716

---

In the order shown, the computed LUMO values come out to 0.04; 0.78; -3.23; 2.50; -6.50; -3.72; 3.95; -1.04 eV.
In the order shown, the computed total energy values come out to -1229.54709; -941.82374; -320.18802; -2590.43198; -3388.91433; -956.52766; -3299.93954; -3309.03877 hartree.
In the order shown, the computed HOMO energy values come out to -9.2; -7.9; -14.4; -4.5; -13.8; -13.8; -1.5; -9.5 eV.